one.
# C40H60O30

10 unconnected molecules or ions with the total composition C40H60O30 (ωB97M-V/def2-TZVPD, OMol25).

```
130
Properties=species:S:1:pos:R:3:mulliken_charge:R:1
H -0.63406 1.13338 -0.78663 -0.541
C -3.52246 -3.90139 -4.65743 0.029
O 3.21609 -2.68222 1.49132 -0.563
O 3.69312 6.50046 2.32716 -0.396
O 1.29795 -0.81743 -4.15691 -0.360
H 2.62547 -6.82127 -0.00095 0.414
H 1.42212 5.79145 1.04132 0.035
C 0.89543 -2.78137 4.00367 1.106
O 5.69282 5.80384 1.54075 -0.545
H -3.17540 -2.82969 2.10423 -0.099
H -2.49875 -3.53626 -4.53850 0.018
O -4.37573 -2.68080 6.25300 -0.395
H 2.87437 1.86197 -2.07755 0.088
H -4.81070 -0.85185 5.36817 0.326
H 0.39409 0.95187 -4.77412 0.408
O 4.07595 4.35207 2.12968 -0.293
C 3.18494 7.14713 -1.02252 -1.111
H 2.09884 3.82306 2.33921 -0.301
H 2.39325 -2.54807 5.56343 0.363
O -3.20956 4.47521 -0.07932 -0.364
H -0.00357 -3.73569 5.69773 0.449
H -2.10350 -0.54987 0.52502 0.499
H 0.38894 6.11121 2.42031 0.432
C -1.09731 -0.63412 -4.18781 0.837
H 1.87983 -0.99784 4.86772 0.233
O 1.36466 -3.11392 2.69627 0.292
O 1.28924 0.99428 2.92469 -0.588
H -4.47395 -3.75070 2.84140 0.388
H 1.46515 7.57537 -2.18459 0.347
C -3.75183 -6.16319 -4.96754 0.573
C -4.61769 3.16388 -1.63534 -1.388
C 0.83888 0.68346 1.86750 0.310
H 3.08546 3.84719 3.80565 0.261
O -2.23047 2.74305 0.90880 -0.193
H -3.50973 -4.59960 -1.20117 0.452
C 1.83158 4.49023 -1.78399 -0.004
C -1.38074 -1.14945 -0.02937 -0.569
H -0.09085 -3.57996 -0.69791 -0.364
H -5.04802 2.18201 -1.82249 0.317
C 1.75668 -6.47181 -0.55964 -1.693
H 2.02678 -4.38389 0.04424 0.152
H 0.11367 -2.02060 3.96511 -0.263
O -2.89858 -4.31885 6.73041 -0.514
O 2.68083 4.64277 -2.83354 -0.329
H 2.86657 -0.15434 -0.47314 0.052
C -4.69218 -1.89859 5.09135 -0.395
O -2.76746 -3.15545 4.81607 -0.157
O 1.34397 5.66795 -1.40418 -0.343
C 0.24668 -0.12825 -4.79125 -0.819
C -3.38613 2.18953 0.32301 0.227
O -3.95890 -7.22345 -5.44911 -0.508
O 1.34915 -2.71198 -2.90290 -0.509
H -2.66988 -0.12601 -2.81283 0.293
H -3.11305 1.50525 -0.48702 -0.354
H 3.33556 -0.62470 -2.22606 0.222
O 1.58160 3.42861 -1.29716 0.244
H 3.90254 6.33735 -0.83608 0.189
H -4.24732 -3.17365 -5.00875 0.278
C 0.46202 -4.03352 4.75596 -1.481
C 0.04915 -0.66736 0.15326 1.676
O 5.61148 2.64968 -0.96997 -0.414
H 2.77120 7.35899 -0.03904 0.117
C 2.11436 6.72066 -2.00784 0.409
H -2.86296 -1.36676 3.90312 0.087
O -3.65181 -5.97703 -3.61530 -0.388
H -4.06200 1.60988 0.95379 0.365
H -1.50488 -2.21789 0.12553 -0.351
H 4.48140 -0.44161 -0.94358 0.551
O 6.78696 2.49112 -2.89503 -0.582
O -0.82493 -5.61451 2.78207 -0.670
H 1.51621 7.39625 1.83072 0.436
O 0.24967 -0.49197 1.58123 -0.464
H 1.29283 -4.70204 4.97811 0.449
H -0.30573 -4.52341 4.12964 0.167
C -3.91258 -4.61012 -3.36905 0.627
H -4.64072 -2.01659 2.27704 0.383
O 0.99412 -5.44008 1.47776 -0.330
C -3.55433 -2.18405 4.10584 0.637
H -2.15480 -4.42870 -2.19605 0.029
H 1.00757 0.75889 -1.14059 -0.453
H 2.09679 6.23287 -4.13879 0.262
H -3.78871 3.35497 -2.32295 0.333
C 0.77828 -1.80452 -3.41411 0.497
H -1.21988 0.84461 -2.56466 -0.106
C -4.02598 -2.76228 2.79113 -1.050
C 5.85395 2.22286 -2.20357 0.461
C -2.08394 4.02730 0.49156 0.474
O 3.13026 -2.22333 3.69163 -0.403
H 0.78359 -1.37800 -0.22775 0.063
C 1.30754 -5.19771 0.10998 0.746
H -5.67317 -2.29730 4.82481 0.228
C 0.28320 0.77276 -0.32341 0.476
H -1.71265 -0.92762 -5.03665 0.320
H -1.63034 -0.92199 -1.07135 -0.745
O -3.54791 -4.98304 -5.60413 -0.389
H -4.98524 -4.45653 -3.19048 0.194
H -2.36124 1.07279 -3.94672 0.631
C 1.36280 6.33105 1.98699 -1.171
C 3.79724 1.42435 -1.70796 1.335
C 2.67711 6.00056 -3.24581 -0.587
C -1.82554 0.35558 -3.31844 -1.158
H 0.20131 -0.37243 -5.85691 0.298
O -0.94668 -4.87222 0.66154 -0.182
C -3.30646 -3.47843 5.99908 0.529
C -0.30476 -5.32823 1.74455 0.551
C -0.05869 -4.62921 -0.42350 0.318
C 2.09313 -2.04174 4.64569 -0.489
H 3.68827 3.05502 -0.30845 -0.639
H -3.15814 -3.03359 -2.02957 0.242
H 2.04556 -6.34881 -1.60493 0.383
C -4.16069 3.41989 -0.22313 0.409
C 2.86998 4.37793 2.87894 0.241
C 2.51106 5.86797 2.88694 0.457
H -5.00514 3.65496 0.42494 0.302
C 4.33045 2.19611 -0.48851 0.636
H 3.70737 6.32549 -3.38416 0.365
H -5.37246 3.88966 -1.95087 0.395
C 3.53360 -0.04530 -1.32603 -1.390
O -0.57691 -1.69289 -3.36933 -0.122
C 2.61916 -2.62588 2.52385 0.350
O 0.91253 1.42692 0.75112 0.058
H -0.37307 -5.27260 -1.24585 0.242
C 4.59096 5.57151 1.92081 0.628
H 4.44376 1.64694 0.44273 0.345
C -3.20426 -4.11819 -2.12960 -1.171
H 2.33886 6.37115 3.83957 0.319
H 1.00572 -7.26386 -0.59917 0.401
O -1.09967 4.63800 0.74402 -0.486
O 4.82511 1.45792 -2.67414 -0.520
H 3.82732 7.98033 -1.30797 0.441
```

## Properties
E_HOMO = -10.369 eV
LUMO = -0.0202 hartree
SMILES = C[C@H]1COC(=O)O1.C[C@H]1COC(=O)O1.C[C@H]1COC(=O)O1.C[C@H]1COC(=O)O1.C[C@H]1COC(=O)O1.C[C@H]1COC(=O)O1.C[C@H]1COC(=O)O1.C[C@H]1COC(=O)O1.C[C@H]1COC(=O)O1.C[C@H]1COC(=O)O1

two.
# C40H60O30

10 unconnected molecules or ions with the total composition C40H60O30 (ωB97M-V/def2-TZVPD, OMol25).

```
130
Properties=species:S:1:pos:R:3:mulliken_charge:R:1
O 5.92708 4.32481 2.37515 -0.569
H -8.37926 1.31456 -0.33087 0.366
H 8.54951 0.10637 -4.93942 0.321
C 0.85478 2.59181 4.51626 0.474
O 2.58943 1.94792 5.81034 -0.328
O 10.63504 -0.17091 -4.84938 -0.335
C 2.26630 0.93205 5.01827 0.683
C -9.81226 2.95392 2.99609 0.706
H 8.96758 -0.61823 -2.71247 0.293
H 1.39853 1.97290 -1.32004 0.362
H 7.81984 1.30026 -2.11431 0.344
H -3.83109 -6.39195 1.72981 0.258
O 2.84528 -8.32174 1.59288 -0.577
C 1.16039 0.98189 -1.70640 0.385
H -8.04117 2.91116 0.04092 0.339
H -7.03328 3.42929 2.51772 0.237
O 4.35004 -6.68036 1.44424 -0.391
H -5.61428 8.02990 -0.84931 0.320
C 9.16238 6.00386 5.21416 -1.406
C 11.51001 -0.11970 -3.83127 0.687
H 4.11839 -4.05392 2.12906 0.349
H 9.84826 6.85012 5.25287 0.378
H 9.39062 6.40491 2.71842 0.274
C -7.61842 -5.58992 -1.18496 -0.434
C 3.53773 -7.47597 2.14689 0.738
O 10.88947 0.32875 -2.78439 -0.360
H 1.92799 3.92285 5.80261 0.336
C -3.36151 -3.64709 3.56802 0.610
O -2.00635 6.26763 -0.16296 -0.579
O -8.30774 -4.38851 1.97475 -0.539
O -2.63314 -3.81809 -10.10159 -0.300
H -6.49285 6.64059 -1.65448 0.334
C -1.72887 -5.12147 3.08567 -0.456
C -7.60633 2.59651 2.92539 -0.274
C -2.63837 -3.11517 -7.86084 0.489
O -2.68495 7.91880 -1.51773 -0.303
C -3.54761 -6.89848 2.65240 -1.284
H -6.94878 2.01444 3.57110 0.286
H 8.88635 5.76738 6.24178 0.368
O -2.09103 -4.38739 -8.04935 -0.316
H -7.92778 -3.71292 -2.03265 0.241
H -4.11678 8.91068 -2.70170 0.313
C -5.79654 7.47153 -1.76752 -1.315
O -3.93369 -4.88515 3.74721 -0.352
H 2.84992 0.41310 -0.47397 0.331
H -1.12048 2.06183 3.91031 0.340
H -0.94775 3.68830 4.66494 0.408
H 5.87235 -3.83816 2.02972 0.358
C 5.03779 -4.46152 1.70874 -1.319
H -8.35662 0.67972 2.09953 0.255
H -1.57307 -5.34547 2.03038 0.239
H -3.57153 -3.10949 -7.29757 0.278
C 9.48045 0.31548 -2.94320 0.420
H -6.76880 -6.27222 -1.21178 0.260
C -2.79869 6.73233 -0.96605 0.635
H -1.08825 2.23607 5.61614 0.384
C -3.53760 7.99181 -2.61054 -0.422
H 9.29724 1.62413 -1.13048 0.344
H -0.96688 0.98857 -1.53287 0.324
C -1.56169 -2.28612 -7.08324 -1.379
O 3.59669 -7.06460 3.41727 -0.352
H -1.34592 -2.70598 -6.10077 0.336
C 9.43848 0.50980 -4.45457 -0.481
O -8.25184 -5.73431 0.06378 -0.327
H -5.63158 -2.74727 -1.82917 0.336
H 6.25895 -6.31774 2.16433 0.338
H -0.80009 -5.28401 3.63251 0.298
C 2.25999 -0.01784 -1.28290 -0.490
O -8.64114 3.18663 3.61822 -0.336
H -6.29688 8.14433 -2.46400 0.390
H 5.39396 -6.56060 4.27664 0.261
C -5.77288 -3.82637 -1.76853 -1.290
H -2.63464 -6.33858 4.55951 0.267
O -1.82714 -5.86399 -9.83701 -0.616
C -0.64895 2.64080 4.70438 -1.470
C -7.86836 1.90702 0.42811 -1.408
O 2.96980 -0.21613 -2.48424 -0.331
C 2.33245 0.31713 -3.51842 0.682
O 7.45040 6.04495 2.08858 -0.324
H 9.66766 5.07502 4.94948 0.348
H 4.99599 -4.39347 0.62167 0.330
C 1.57660 2.89198 5.75872 -0.470
H 1.84354 -0.96029 -0.92728 0.269
O 1.23824 1.22524 4.30888 -0.309
O 7.12306 5.31952 4.13181 -0.342
H -5.53728 -4.20756 -2.76216 0.381
H -3.76168 -2.16126 -9.39869 0.313
H 1.16814 3.23342 3.69270 0.302
H 9.17883 2.41084 -2.61662 0.335
C -8.10225 -4.53030 0.74737 0.607
O -7.38611 -3.62860 -0.01315 -0.287
H -0.17896 0.03818 -0.23838 0.373
C 8.89540 1.47611 -2.13284 -1.298
H 9.46619 1.57481 -4.68496 0.287
H -6.80463 1.68094 0.35420 0.355
C -4.52509 6.88644 -2.37425 0.355
C -2.80520 -2.66559 -9.26118 -0.480
H -1.99950 -2.03305 -9.63378 0.284
O -3.88048 -2.58916 3.61396 -0.509
O -10.89714 3.42708 3.21660 -0.575
H -8.24942 -5.88247 -2.02423 0.310
O -3.90131 6.06036 -1.44076 -0.317
H -4.67329 6.24426 -3.24242 0.281
H 4.25273 -5.21962 4.09388 0.304
H -2.94377 7.76496 -3.49598 0.308
O 12.69833 -0.28660 -3.87526 -0.555
C -7.22646 -4.13630 -1.31362 0.476
H 7.39306 7.25365 4.75581 0.251
O -2.05297 -3.80441 3.29328 -0.304
C -2.15964 -4.74753 -9.34279 0.674
C -8.31907 1.74689 1.88082 0.397
H 8.42428 7.83913 2.65257 0.325
O 2.69849 0.24047 -4.67003 -0.583
C 6.78695 5.11852 2.80404 0.674
O 1.21637 0.88941 -3.10548 -0.336
H -0.22338 -0.63900 -1.85975 0.386
C -2.97733 -5.87610 3.63389 0.492
C 7.97159 6.43483 4.32810 0.442
H -1.87073 -1.24148 -7.04690 0.375
O 2.83063 -0.16517 5.01607 -0.633
O -9.65923 2.13467 2.02574 -0.346
H -5.10397 -4.23821 -1.01285 0.266
C -0.16117 0.29304 -1.29802 -1.371
C 8.37563 6.77217 2.87013 -0.419
H -4.43195 -7.37367 3.07694 0.346
H 0.84325 2.73782 6.55025 0.281
C 4.63288 -6.12828 3.62706 -0.472
C 5.26057 -5.89127 2.26167 0.433
H -2.77251 -7.65836 2.55288 0.395
H -0.64438 -2.30147 -7.67182 0.342
```

## Properties
E_HOMO = -10.523 eV
LUMO = -0.0061 hartree
SMILES = C[C@H]1COC(=O)O1.C[C@H]1COC(=O)O1.C[C@H]1COC(=O)O1.C[C@H]1COC(=O)O1.C[C@H]1COC(=O)O1.C[C@H]1COC(=O)O1.C[C@H]1COC(=O)O1.C[C@H]1COC(=O)O1.C[C@H]1COC(=O)O1.C[C@H]1COC(=O)O1

three.
# C40H60O30

10 unconnected molecules or ions with the total composition C40H60O30 (ωB97M-V/def2-TZVPD, OMol25).

```
130
Properties=species:S:1:pos:R:3:mulliken_charge:R:1
H 29.05375 -25.59259 -5.60884 0.338
O 23.99166 -22.72913 -6.54301 -0.416
C 29.67764 -27.09597 -14.53236 -0.731
H 26.69052 -26.89483 -6.58557 0.256
H 24.15554 -21.12812 -3.60069 0.266
H 29.64566 -21.17788 -0.38975 0.360
C 27.97377 -17.70352 -3.51526 -1.203
O 29.71049 -29.26143 -3.56606 -0.343
C 28.68613 -22.58841 -1.78083 0.306
O 27.97562 -19.62288 -5.04704 -0.275
H 30.51604 -32.23358 -10.07937 0.293
O 30.18104 -25.13626 -12.10593 -0.010
C 25.33157 -23.43022 -4.75347 0.538
C 29.17842 -21.19553 -1.37437 -0.177
H 28.56598 -26.55697 -12.33748 -0.042
H 31.62279 -23.29497 -10.34132 0.342
H 25.96376 -32.84086 -7.99818 0.246
H 27.55534 -24.91540 -6.13527 -0.219
O 33.83667 -26.60966 -9.48545 -0.362
C 30.35148 -29.41202 -10.47605 0.261
C 30.07566 -19.03418 -4.53126 -0.473
H 28.52955 -16.80396 -3.25068 0.412
H 29.86563 -20.77162 -2.10658 -0.003
H 26.93655 -17.45417 -3.73910 0.330
H 30.41806 -23.33738 -2.60663 0.368
H 30.52604 -27.40492 -13.92173 0.196
O 30.01464 -20.30189 -5.10327 -0.295
H 23.59589 -31.14294 -8.80561 0.368
C 32.01656 -31.76962 -12.43262 -1.538
O 28.22745 -30.43736 -15.58662 -0.548
H 31.36378 -28.13469 -5.62299 0.020
O 32.41702 -25.64711 -8.14630 -0.406
H 31.98994 -32.79275 -12.80758 0.387
C 23.90870 -31.91864 -5.88375 0.720
H 32.85446 -23.08954 -9.20436 0.460
O 28.02824 -20.42499 -1.39926 -0.389
C 25.32298 -27.55355 -13.47403 -1.182
H 32.32843 -31.06052 -13.19944 0.363
H 30.06375 -31.02613 -12.85338 0.002
H 29.26665 -31.13753 -5.30838 0.386
H 28.95839 -24.35292 -3.06753 0.410
H 26.38558 -23.19280 -4.60929 -0.337
H 29.17566 -22.89534 -3.85453 0.016
H 22.78281 -22.16135 -4.04855 0.366
H 24.31386 -30.50223 -14.11270 0.323
C 27.19682 -30.05658 -15.02722 0.485
O 27.07572 -29.13172 -14.04050 -0.140
H 24.34280 -29.06513 -15.23437 0.285
H 28.81052 -27.74912 -14.43445 -0.076
C 30.95210 -24.55224 -13.02459 0.354
H 23.17655 -20.68697 -4.96468 0.363
C 30.03579 -30.40899 -5.56476 -1.102
O 33.77280 -27.21801 -7.29741 -0.646
C 29.25228 -25.66550 -14.10859 0.350
C 30.73395 -29.74943 -4.31004 0.445
C 33.37786 -26.54499 -8.25173 0.597
H 24.32749 -33.44281 -8.27190 0.266
C 30.68591 -31.10330 -11.96171 0.751
O 27.43870 -22.26301 -2.34533 -0.219
H 29.15005 -24.29890 -6.76828 0.236
H 28.99521 -32.03484 -10.96409 0.335
C 29.93967 -31.55475 -10.70792 -0.404
C 28.76190 -20.59066 -5.48112 0.655
H 25.32546 -27.00211 -14.41424 0.387
O 26.57242 -27.01027 -8.71054 -0.119
C 24.33150 -31.22822 -8.00579 0.506
O 31.16729 -27.61216 -3.66997 -0.320
C 31.92721 -23.64260 -9.35411 -1.637
H 31.20825 -23.37920 -8.57834 0.227
C 33.10335 -25.74909 -10.36153 -0.070
C 28.55763 -25.16773 -6.48146 -1.105
O 29.64418 -30.35002 -10.09510 -0.192
C 30.19328 -28.17784 -2.95722 0.708
O 30.41016 -28.29211 -9.96939 -0.465
O 30.33382 -24.74543 -14.21703 -0.434
H 28.17650 -24.77114 -12.45812 0.240
H 28.41067 -25.32616 -14.71244 0.409
O 29.75782 -27.77283 -1.89783 -0.612
H 32.69141 -28.71104 -4.54005 0.247
O 28.45054 -21.56988 -6.15901 -0.522
H 29.63827 -29.66911 -6.25950 -0.049
H 32.55309 -26.17570 -11.20017 0.112
H 31.41002 -30.43170 -3.79473 0.281
O 26.66880 -25.74509 -10.57278 -0.673
C 28.90084 -25.56495 -12.64057 0.011
O 23.39367 -31.99508 -4.78243 -0.583
C 23.59342 -21.54454 -4.43658 -1.376
H 29.83657 -27.20238 -15.60544 0.413
H 25.53285 -29.56003 -12.67699 0.002
H 26.13884 -30.15714 -7.50329 0.244
O 26.10018 -20.41071 -2.47175 -0.545
C 24.61484 -22.25382 -5.33095 0.688
H 33.74972 -24.95742 -10.74043 0.305
O 32.04151 -24.05038 -12.80580 -0.582
C 28.41135 -26.19105 -7.60655 1.303
H 25.82699 -30.15856 -9.25030 0.392
O 25.03972 -24.42796 -5.72363 -0.345
H 24.38020 -27.40631 -12.94715 0.422
O 23.95724 -24.71510 -7.67806 -0.604
C 31.62663 -28.49537 -4.62854 -0.055
H 27.92506 -18.34776 -2.63738 0.175
H 30.68919 -18.28167 -5.02664 0.302
C 29.36462 -23.35790 -2.88581 -1.061
C 24.35268 -24.01072 -6.76251 0.625
H 27.64421 -28.13285 -7.28146 -0.245
O 24.70170 -32.86885 -6.41337 -0.378
C 28.70642 -18.44698 -4.68727 0.266
O 28.23468 -25.48224 -8.82907 -0.296
H 28.70009 -17.80916 -5.57115 0.343
H 32.82627 -31.68832 -11.70746 0.367
C 27.10913 -20.97795 -2.13033 0.655
C 27.13303 -26.02418 -9.46975 0.357
O 25.92748 -30.41342 -15.49166 -0.365
O 31.12469 -29.80189 -11.53773 -0.376
H 24.85574 -23.79097 -3.84158 0.281
H 29.30063 -26.80532 -7.74773 0.030
H 30.42590 -19.10675 -3.50162 0.291
C 24.90787 -32.64046 -7.81638 -0.462
H 31.02482 -25.62741 -9.61384 -0.518
C 32.00866 -25.20892 -9.40163 1.727
C 25.35970 -30.15800 -8.26555 -1.265
H 30.79193 -30.90986 -6.16931 0.416
H 24.88093 -29.19134 -8.10915 0.323
O 23.71117 -30.96873 -6.73230 -0.372
H 26.05778 -27.02492 -12.86681 -0.002
C 25.69791 -29.02257 -13.61079 0.686
H 25.40188 -21.54230 -5.58074 0.010
H 28.66646 -23.25392 -0.91781 0.246
C 27.23032 -27.14803 -7.49804 0.103
C 24.92492 -29.77135 -14.64235 -0.389
```

## Properties
E_HOMO = -10.268 eV
LUMO = -0.0101 hartree
SMILES = C[C@H]1COC(=O)O1.C[C@H]1COC(=O)O1.C[C@H]1COC(=O)O1.C[C@H]1COC(=O)O1.C[C@H]1COC(=O)O1.C[C@H]1COC(=O)O1.C[C@H]1COC(=O)O1.C[C@H]1COC(=O)O1.C[C@H]1COC(=O)O1.C[C@H]1COC(=O)O1

Verdict on stability: one comes out on top.